1.
DFT (ωB97M-V/def2-TZVPD) results for C4H5NO in the gas phase.

The geometry in ORCA input format:
```
! wB97M-V def2-TZVPD RIJCOSX def2/J DEFGRID3
* xyz 0 1
O 1.23491 0.13628 1.76792
C 0.60376 0.11236 0.74335
C 0.84360 -0.74719 -0.50724
C -0.23981 -0.29657 -1.46256
N -1.34587 0.02776 -0.57132
C -0.60599 0.94337 0.34372
H 1.87157 -0.68090 -0.87383
H 0.63434 -1.81559 -0.32281
H -0.23730 1.78069 -0.26856
H -1.52746 -0.80443 0.01062
H -1.23175 1.34423 1.14069
*
```

Properties
HOMO energy (alpha / beta) in hartree: -0.319 / -0.318
HOMO-LUMO gap (alpha / beta) in eV: 7.95 / 7.91

***

2.
DFT (ωB97M-V/def2-TZVPD) results for C4H5NO in the gas phase.

The geometry in ORCA input format:
```
! wB97M-V def2-TZVPD RIJCOSX def2/J DEFGRID3
* xyz 0 1
C 0.38328 -0.67519 1.11086
C 0.29527 0.21198 -0.10985
C 0.71540 -0.39573 -1.36606
N 0.77954 -0.87416 -2.41606
C -0.95755 0.89852 -0.37599
O 0.52758 1.53997 0.16516
H 1.42633 -0.96821 1.24038
H 0.05870 -0.15769 2.02436
H -0.23311 -1.55742 0.94107
H -1.09348 1.48405 -1.27682
H -1.90196 0.49388 0.06293
*
```

Properties
HOMO energy in hartree: -0.398
SMILES: C[C@@]1(C#N)CO1
HOMO-LUMO gap in eV: 11.13

***

3.
DFT (ωB97M-V/def2-TZVPD) results for a molecular structure, C4H5NO.

The geometry in ORCA input format:
```
! wB97M-V def2-TZVPD RIJCOSX def2/J DEFGRID3
* xyz 0 1
C -0.43607 0.92036 -0.14086
C 0.10042 -0.16333 -1.06743
C 0.57550 -1.16925 -0.02568
O 1.11567 -2.23193 -0.07285
C 0.14230 -0.37380 1.22623
N 0.00638 -0.18272 2.41965
H -0.39373 0.71494 1.47673
H -1.51078 1.09768 -0.22624
H 0.12096 1.85958 -0.17812
H 0.93610 0.15009 -1.70014
H -0.65675 -0.62161 -1.71129
*
```

Properties
HOMO energy in hartree: -0.322
HOMO-LUMO gap in eV: 8.44

***

4.
DFT (ωB97M-V/def2-TZVPD) results for a molecular structure, C4H5NO.

The geometry in ORCA input format:
```
! wB97M-V def2-TZVPD RIJCOSX def2/J DEFGRID3
* xyz 0 1
N -0.04686 1.13326 2.05008
C -0.01313 1.64563 0.99875
C 0.42193 0.45448 0.08843
C 0.18129 -1.06152 0.35300
O -0.24665 -1.19140 -1.01256
C -0.48365 0.21805 -1.09037
H 1.46795 0.64055 -0.13650
H -0.62779 -1.30054 1.05681
H 1.05729 -1.68549 0.56915
H -1.52886 0.46687 -0.84875
H -0.18152 0.68010 -2.02805
*
```

Properties
HOMO energy in hartree: -0.378
HOMO-LUMO gap in eV: 10.18

***

5.
DFT (ωB97M-V/def2-TZVPD) results for C4H5NO in the gas phase.

The geometry in ORCA input format:
```
! wB97M-V def2-TZVPD RIJCOSX def2/J DEFGRID3
* xyz 0 1
C -1.32634 -0.33846 -0.20671
C -0.30740 0.69222 0.19563
O 0.60005 0.43556 1.25581
C 1.13460 0.52011 -0.05574
C 1.62258 -0.77389 -0.50862
N 1.96163 -1.85534 -0.73766
H -2.05540 -0.50608 0.59054
H -1.86074 0.03988 -1.08451
H -0.86457 -1.29430 -0.46946
H -0.66470 1.72184 0.21556
H 1.75736 1.38161 -0.29427
*
```

Properties
HOMO energy in hartree: -0.408
SMILES: C[C@H]1O[C@H]1C#N
HOMO-LUMO gap in eV: 11.98

***

6.
DFT (ωB97M-V/def2-TZVPD) results for C4H5NO in the gas phase.

The geometry in ORCA input format:
```
! wB97M-V def2-TZVPD RIJCOSX def2/J DEFGRID3
* xyz 0 1
O -2.12284 0.06573 -0.28103
N -0.77450 -0.08689 0.21740
C 0.02440 -1.14458 -0.07534
C 1.35041 -0.70117 -0.25503
C 1.25673 0.67217 -0.05071
C -0.07848 1.09219 -0.01211
H -2.48938 -0.49354 0.51327
H -0.64886 -2.01945 -0.05869
H 2.25519 -1.21164 0.27698
H 1.80502 1.85333 -0.11790
H -0.57769 1.97385 -0.15682
*
```

Properties
HOMO energy in hartree: -0.309
SMILES: On1cccc1
HOMO-LUMO gap in eV: 9.08

***

7.
DFT (ωB97M-V/def2-TZVPD) results for a molecular structure, C4H5NO.

The geometry in ORCA input format:
```
! wB97M-V def2-TZVPD RIJCOSX def2/J DEFGRID3
* xyz 0 1
C 1.23519 -0.02879 -0.61919
C 0.04899 0.62315 0.02185
N -0.58223 0.11210 1.09410
O -0.16999 -1.20614 1.30009
C -0.71053 1.72756 -0.64033
C -1.53611 0.74365 -0.35649
H 0.95707 -1.00114 -1.03777
H 1.61816 0.61441 -1.41263
H 2.00905 -0.20415 0.13401
H -0.56510 -1.42131 2.15650
H -2.30449 0.04065 -0.64013
*
```

Properties
HOMO energy in hartree: -0.339
HOMO-LUMO gap in eV: 9.95

***

8.
DFT (ωB97M-V/def2-TZVPD) results for 2 unconnected molecules or ions with the total composition C4H5NO.

The geometry in ORCA input format:
```
! wB97M-V def2-TZVPD RIJCOSX def2/J DEFGRID3
* xyz 0 1
C 0.63941 -0.10605 -1.02188
C -0.64156 -0.90212 -1.07070
C 1.82923 0.38746 -1.24021
C -1.20014 0.35571 1.77676
N -0.51011 0.06299 -0.22951
O -1.29269 -1.73953 -1.62657
H 2.38435 0.97884 -0.38998
H 2.45377 -0.14339 -1.93877
H -0.25757 0.44095 2.28692
H -1.73924 1.31804 1.60622
H -1.66544 -0.65290 1.84771
*
```

Properties
HOMO energy (alpha / beta) in hartree: -0.329 / -0.329
HOMO-LUMO gap (alpha / beta) in eV: 7.91 / 7.92

***

9.
DFT (ωB97M-V/def2-TZVPD) results for C4H5NO in the gas phase.

The geometry in ORCA input format:
```
! wB97M-V def2-TZVPD RIJCOSX def2/J DEFGRID3
* xyz 0 1
N 1.31134 -1.32917 0.81002
C 0.17527 -1.58123 0.31304
O -0.57728 -0.65251 -0.29789
C 0.01603 0.63365 -0.37793
C -0.83538 1.41777 -1.58284
C -1.15604 2.03283 -0.53467
H 1.71514 -2.16986 1.21455
H -0.34868 -2.54060 0.29615
H 1.01565 0.59177 -0.81069
H 0.16793 1.00296 0.64963
H -1.48398 2.59439 0.32063
*
```

Properties
HOMO energy in hartree: -0.371
HOMO-LUMO gap in eV: 11.05

***

10.
DFT (ωB97M-V/def2-TZVPD) results for C4H5NO in the gas phase.

The geometry in ORCA input format:
```
! wB97M-V def2-TZVPD RIJCOSX def2/J DEFGRID3
* xyz 0 1
C 1.09229 0.04284 -0.75661
C -0.23152 0.15418 -0.05350
C -1.40773 -0.18400 -0.85892
N -2.34528 -0.38593 -1.50523
C -0.30747 -0.06299 1.39121
O -0.52054 1.22539 0.83184
H 1.18716 0.75086 -1.58065
H 1.89968 0.19274 -0.03644
H 1.16973 -0.97589 -1.15148
H -1.15435 -0.63112 1.75525
H 0.61803 -0.12607 1.96452
*
```

Properties
HOMO energy in hartree: -0.413
SMILES: C[C@@]1(C#N)CO1
HOMO-LUMO gap in eV: 12.03

***

11.
DFT (ωB97M-V/def2-TZVPD) results for 2 unconnected molecules or ions with the total composition C4H5NO.

The geometry in ORCA input format:
```
! wB97M-V def2-TZVPD RIJCOSX def2/J DEFGRID3
* xyz 0 1
C 0.16742 -0.06632 -1.68191
N -0.33569 0.95917 -2.04586
O -0.88743 1.95386 -1.60559
H 0.65046 -0.92908 -2.08849
C -0.67246 1.17373 0.53383
C -0.08653 0.09226 0.53867
C 0.48021 -1.08133 1.26873
H -1.20298 2.09101 0.62123
H 0.31888 -0.96779 2.34711
H 0.00860 -2.02702 0.98447
H 1.55951 -1.19847 1.12782
*
```

Properties
HOMO energy (alpha / beta) in hartree: -0.343 / -0.343
SMILES: C#[N+][O-].C#CC
HOMO-LUMO gap (alpha / beta) in eV: 9.82 / 9.82

***

12.
DFT (ωB97M-V/def2-TZVPD) results for C4H5NO in the gas phase.

The geometry in ORCA input format:
```
! wB97M-V def2-TZVPD RIJCOSX def2/J DEFGRID3
* xyz 0 1
C 0.30492 1.27521 0.45174
C 0.10945 -0.20241 0.12598
C 0.37893 -1.30009 1.06494
N 0.70443 -2.29631 1.55782
C -0.74267 -0.56656 -1.01706
O 0.65901 -0.71418 -1.09559
H 1.36216 1.54563 0.47373
H -0.17872 1.87789 -0.32622
H -0.14672 1.57987 1.40327
H -1.39167 -1.43858 -0.96750
H -1.05913 0.23954 -1.67111
*
```

Properties
HOMO energy in hartree: -0.404
SMILES: C[C@@]1(C#N)CO1
HOMO-LUMO gap in eV: 11.78

***

13.
DFT (ωB97M-V/def2-TZVPD) results for C4H5NO in the gas phase.

The geometry in ORCA input format:
```
! wB97M-V def2-TZVPD RIJCOSX def2/J DEFGRID3
* xyz 0 1
C -1.01789 0.24027 -0.16678
C -0.61296 -0.53319 -1.40805
O -0.04131 -0.03759 -2.34608
C 2.28645 0.33445 0.75057
N 1.10094 0.09611 0.95589
C -0.13465 -0.22008 0.97075
H -0.87697 1.30985 -0.35860
H -2.06897 0.05195 0.07916
H -0.82856 -1.62257 -1.36679
H 2.67764 1.26543 1.17442
H -0.49948 -0.86483 1.76698
*
```

Properties
HOMO energy in hartree: -0.306
HOMO-LUMO gap in eV: 9.06

***

14.
DFT (ωB97M-V/def2-TZVPD) results for 2 unconnected molecules or ions with the total composition C4H5NO.

The geometry in ORCA input format:
```
! wB97M-V def2-TZVPD RIJCOSX def2/J DEFGRID3
* xyz 0 1
C -0.23691 -1.31155 -0.56441
C -0.12044 -0.47249 0.47542
C -1.02896 0.62159 0.14211
O -0.77716 1.44448 -0.73484
H -0.22507 -2.37824 -0.41169
H -0.41382 -0.93456 -1.57031
H 0.05057 -0.80710 1.49210
H -2.00490 0.61636 0.63163
C 1.58450 0.97606 0.21416
N 2.56655 0.86698 0.83283
H 0.60564 1.37845 -0.50700
*
```

Properties
HOMO energy in hartree: -0.371
SMILES: C=CC=O.C#N
HOMO-LUMO gap in eV: 10.16

***

15.
DFT (ωB97M-V/def2-TZVPD) results for C4H5NO in the gas phase.

The geometry in ORCA input format:
```
! wB97M-V def2-TZVPD RIJCOSX def2/J DEFGRID3
* xyz 0 1
O -0.44273 0.42740 -2.14138
C -0.12753 0.08942 -0.86527
C -0.87765 0.40777 0.32306
C -0.22524 -0.18968 1.34465
N 0.97314 -0.78536 0.90180
C 0.97986 -0.60971 -0.49745
H -1.27260 0.91737 -2.14060
H -1.76482 1.01959 0.39692
H -0.42678 -0.27523 2.40329
H 1.42396 0.01646 1.40186
H 1.76039 -1.01804 -1.12687
*
```

Properties
HOMO energy in hartree: -0.309
SMILES: Oc1cc[nH]c1
HOMO-LUMO gap in eV: 9.26

***

16.
DFT (ωB97M-V/def2-TZVPD) results for a molecular structure, C4H5NO.

The geometry in ORCA input format:
```
! wB97M-V def2-TZVPD RIJCOSX def2/J DEFGRID3
* xyz 0 1
N -0.73882 -1.49953 0.24681
C 0.58318 -1.18205 0.43096
O 1.42827 -2.00778 0.73227
C 0.94769 0.22989 0.25157
C 0.04908 1.14661 -0.09212
C -0.88892 1.84599 -0.66896
H -0.95637 -2.48308 0.24379
H -1.36979 -0.87824 -0.23653
H 1.99708 0.48183 0.30711
H 0.48062 1.76692 -1.05816
H -1.53202 2.57944 -0.15675
*
```

Properties
HOMO energy in hartree: -0.323
HOMO-LUMO gap in eV: 9.11

***

17.
DFT (ωB97M-V/def2-TZVPD) results for C4H5NO in the gas phase.

The geometry in ORCA input format:
```
! wB97M-V def2-TZVPD RIJCOSX def2/J DEFGRID3
* xyz 0 1
C -1.53571 0.12625 -0.11407
C -0.09673 -0.19700 -0.49096
C 0.86040 0.17055 0.61449
O 0.54653 0.69682 1.65308
C 2.29274 -0.15403 0.38019
N 3.41276 -0.40035 0.22807
H -1.83106 -0.42101 0.78542
H -2.21669 -0.14431 -0.92530
H -1.65109 1.19273 0.09754
H 0.21892 0.33708 -1.39852
H 0.03958 -1.26347 -0.71771
*
```

Properties
HOMO energy in hartree: -0.412
SMILES: CCC(=O)C#N
HOMO-LUMO gap in eV: 10.98

***

18.
DFT (ωB97M-V/def2-TZVPD) results for C4H5NO in the gas phase.

The geometry in ORCA input format:
```
! wB97M-V def2-TZVPD RIJCOSX def2/J DEFGRID3
* xyz 0 1
C 0.99582 0.28866 -0.65905
N 0.97449 -0.08529 0.63339
C -0.27473 -0.66384 1.29703
O -0.22576 -0.92327 2.46844
C -1.34850 -0.69172 0.34246
C -1.44943 0.07366 -0.68278
H 1.73816 1.01776 -0.96875
H -0.52019 0.83466 -0.77775
H 0.80892 -0.49814 -1.37806
H 1.41802 0.57513 1.26550
H -2.11679 0.07239 -1.54044
*
```

Properties
HOMO energy (alpha / beta) in hartree: -0.305 / -0.305
HOMO-LUMO gap (alpha / beta) in eV: 8.01 / 8.01

***

19.
DFT (ωB97M-V/def2-TZVPD) results for C4H5NO in the gas phase.

The geometry in ORCA input format:
```
! wB97M-V def2-TZVPD RIJCOSX def2/J DEFGRID3
* xyz 0 1
C -1.56519 0.11883 0.21953
C -0.11155 -0.30551 0.12079
C 0.82082 0.95593 -0.44796
N 2.03838 0.59144 -0.53033
O 2.24655 -0.65386 -0.15734
C 0.77994 -1.28286 0.29254
H -2.32984 -0.57845 0.57632
H -1.59008 1.00443 0.86730
H -1.86057 0.45483 -0.78248
H 0.55360 2.00254 -0.74294
H 1.01794 -2.30733 0.58458
*
```

Properties
HOMO energy in hartree: -0.367
SMILES: Cc1cnoc1
HOMO-LUMO gap in eV: 10.83

***

20.
DFT (ωB97M-V/def2-TZVPD) results for C4H5NO in the gas phase.

The geometry in ORCA input format:
```
! wB97M-V def2-TZVPD RIJCOSX def2/J DEFGRID3
* xyz 0 1
C -1.69407 -0.34758 -0.07196
C -0.20950 -0.41783 -0.33904
O 0.27037 -1.30219 -1.02034
C 0.69190 0.60887 0.27607
C 2.11454 0.32068 0.24635
N 1.80012 1.14190 -0.63694
H -1.97840 -1.18178 0.57791
H -2.00952 0.58708 0.39839
H -2.22122 -0.48013 -1.02032
H 0.27439 1.32136 0.98668
H 2.96137 -0.25038 0.60320
*
```

Properties
HOMO energy in hartree: -0.364
SMILES: CC(=O)[C@H]1C=N1
HOMO-LUMO gap in eV: 10.87

***

| no. | strongest force on any atom (eV/Å) |
| --- | --- |
| 1 | 0.59 |
| 2 | 2.62 |
| 3 | 0.73 |
| 4 | 2.35 |
| 5 | 1.10 |
| 6 | 8.47 |
| 7 | 0.55 |
| 8 | 5.07 |
| 9 | 0.63 |
| 10 | 1.13 |
| 11 | 0.72 |
| 12 | 1.31 |
| 13 | 0.62 |
| 14 | 2.63 |
| 15 | 1.82 |
| 16 | 1.97 |
| 17 | 1.14 |
| 18 | 0.78 |
| 19 | 3.88 |
| 20 | 0.58 |